Density functional theory data (the ωB97M-V functional and the def2-TZVPD basis) for a molecular structure, C16H20BF5N8OTeV.

```
53
C16H20BF5N8OTeV, DFT the ωB97M-V functional and the def2-TZVPD basis
V -1.64735 0.44206 0.57448
C -0.51418 3.58938 2.28278
C 0.42568 2.60336 1.67963
C 1.82142 2.66318 1.65496
C 2.22768 1.58867 0.90584
N 1.14651 0.89648 0.49388
N 0.02915 1.52508 0.98923
B 0.99224 -0.17535 -0.61994
N 0.30798 -1.47767 -0.11554
C 0.68773 -2.76701 -0.22343
C -0.39371 -3.58060 0.00183
C -1.47019 -2.72362 0.24391
C -2.90427 -3.09931 0.39261
N -1.03150 -1.45877 0.19539
N 0.11030 0.42413 -1.74970
C 0.24630 0.71186 -3.06250
C -0.91805 1.25732 -3.54065
C -1.78779 1.29077 -2.44698
C -3.19163 1.78559 -2.37243
N -1.16227 0.78679 -1.38484
N 2.46211 -0.58837 -1.02384
C 3.22187 -0.51911 -2.21854
C 4.45271 -1.03312 -1.97028
C 4.43033 -1.41011 -0.61953
C 5.43226 -2.02235 0.24733
N 3.16115 -1.10544 -0.07823
H 0.01834 4.51674 2.47949
H -0.92350 3.23087 3.22231
H -1.33781 3.81278 1.60338
H 2.44383 3.41189 2.11277
H 3.22456 1.28821 0.63725
H 1.69978 -3.03732 -0.46414
H -0.42047 -4.65573 -0.02409
H -2.99031 -4.18216 0.42794
H -3.47051 -2.74815 -0.47181
H -3.35426 -2.69273 1.29085
H 1.14784 0.52442 -3.60961
H -1.11832 1.58938 -4.54408
H -3.50602 2.15407 -3.34515
H -3.28448 2.60268 -1.65575
H -3.87602 0.99059 -2.07385
H 2.81650 -0.11088 -3.12253
H 5.27156 -1.13064 -2.66296
H 6.36557 -2.21516 -0.27247
H 5.03260 -2.95476 0.66327
H 5.60970 -1.37363 1.11319
F -2.90717 -1.17728 2.72746
Te -3.70698 0.49925 2.94026
F -5.35509 -0.20773 2.59157
F -4.35377 2.19163 3.18310
F -1.92807 1.07055 3.19167
F -3.86697 0.17637 4.72334
O -3.36502 0.82290 1.10313
```

Multiplicity: 4
HOMO energy (alpha / beta) (eV): -15.4 / -15.4
Kohn-Sham gap (alpha / beta) (hartree): 0.3078 / 0.1944
Energy above the lowest of the compared OMol25 structures with the same formula, charge and spin (eV): 0.000
Total charge: +2
Expectation value of S²: 3.770

Atomic partial charges in e from the Mulliken method, atoms 1 to 4:
1 V 1.53
2 C -1.41
3 C 0.65
4 C -1.40